# 1
ORCA calculation (wB97M-V/def2-TZVPD) on C3H6O in the gas phase in a non-equilibrium geometry.

Element x y z (Å)
O1 0.740 0.227 -0.264
C1 0.394 0.699 -1.518
C2 -0.117 -1.010 1.731
C3 -0.573 -0.158 0.829
H1 -0.766 -1.300 2.569
H2 1.186 1.417 -1.827
H3 -0.518 1.308 -1.542
H4 0.161 -0.191 -2.241
H5 0.982 -1.313 1.643
H6 -1.490 0.320 0.620

Results
E_HOMO: -0.3433 hartree
SMILES: C=COC
Maximum force: 5.5 eV/A
DFT total energy: -5252.6886 eV
LUMO level: 1.145 eV
Gap between HOMO and LUMO: 10.49 eV
Energy above the lowest of the compared OMol25 structures with the same formula, charge and spin: 3.006 eV

---

# 2
ORCA calculation (wB97M-V/def2-TZVPD) on a molecular structure, C17H27BO2 in a non-equilibrium geometry.

Element x y z (Å)
O1 -0.531 -0.753 -3.190
O2 1.592 0.442 -2.677
C1 2.062 1.454 -4.805
C2 1.464 0.217 -4.088
C3 2.277 -1.033 -4.352
C4 -0.673 0.093 4.321
C5 -1.385 0.635 6.779
C6 -0.582 -1.293 1.162
C7 -2.711 -0.220 6.714
C8 -0.577 -1.153 -0.185
C9 0.104 -0.440 1.985
C10 0.806 0.653 1.434
C11 -0.081 -0.014 -4.342
C12 -0.409 -0.087 5.800
C13 -0.178 -0.753 -5.686
C14 0.749 0.854 0.065
C15 0.259 -0.709 3.437
C16 -0.885 1.329 -4.397
C17 0.095 -0.065 -0.737
B1 0.309 -0.103 -2.329
H1 -1.280 -1.987 1.597
H2 -0.922 0.633 7.797
H3 1.525 1.083 2.070
H4 0.353 -1.696 -5.695
H5 -1.857 1.144 -3.883
H6 -1.229 -1.729 -0.757
H7 0.133 -1.781 3.738
H8 1.271 1.649 -0.436
H9 2.579 -1.264 -5.366
H10 -0.233 -1.153 5.970
H11 -2.962 -0.352 5.649
H12 -3.662 0.307 7.146
H13 -0.400 2.136 -3.926
H14 0.636 0.338 6.029
H15 1.721 -1.950 -4.047
H16 3.237 -0.962 -3.798
H17 1.268 -0.571 3.772
H18 -1.705 -0.271 4.108
H19 -0.539 1.101 3.927
H20 -2.424 -1.220 7.116
H21 -0.002 -0.143 -6.528
H22 3.004 1.726 -4.273
H23 2.107 1.354 -5.893
H24 -1.146 -1.136 -5.814
H25 -1.569 1.734 6.547
H26 -1.019 1.674 -5.398
H27 1.407 2.282 -4.559

Results
E_HOMO: -0.3193 hartree
Maximum force: 4.9 eV/A
DFT total energy: -22839.5193 eV
LUMO level: 0.669 eV
Gap between HOMO and LUMO: 9.36 eV